[1]
Below is a structure of composition C22H22IMnN4O4P, with properties calculated with wB97M-V/def2-TZVPD.

```
55
Properties=species:S:1:pos:R:3:forces:R:3:mulliken_spin:R:1
Mn -0.28678 1.13707 0.48323 0.044 -0.195 0.240 2.054
N -0.68071 2.09310 -1.25019 -0.038 0.002 -0.008 -0.037
N 0.56862 2.55842 -1.72886 0.027 0.078 -0.086 0.007
C 1.67954 1.82311 -1.29080 0.001 -0.016 0.053 0.004
O 2.74125 1.89186 -1.84480 0.071 0.007 -0.032 0.013
O 1.42166 1.10322 -0.21591 0.014 -0.131 0.150 0.039
H -1.12376 1.44853 -1.90673 0.011 -0.024 0.022 0.002
H -1.30645 2.88305 -1.11293 -0.026 -0.012 -0.024 0.003
H 0.60386 2.85351 -2.69633 -0.063 0.020 0.012 -0.001
C 2.73242 -3.35782 0.69088 0.018 0.005 -0.004 0.060
P 2.76210 -1.79595 -0.21011 0.046 0.019 -0.053 0.557
C 4.23758 -0.84162 0.15721 -0.028 0.049 -0.001 0.076
C 2.49232 -2.00863 -1.92876 -0.011 -0.022 0.021 0.098
C 1.70875 -3.08434 -2.38123 -0.015 -0.014 -0.009 0.057
C 1.50586 -3.25851 -3.73461 -0.001 -0.009 0.012 -0.033
C 2.06167 -2.35964 -4.64134 0.005 0.007 -0.001 0.096
C 2.81843 -1.28008 -4.19801 0.004 -0.006 0.011 -0.034
C 3.03150 -1.09133 -2.84570 0.001 0.002 -0.023 0.049
H 1.73948 -3.80283 0.65741 0.008 -0.005 -0.007 -0.002
H 3.00029 -3.16756 1.72949 -0.006 0.004 0.005 -0.002
H 3.45527 -4.05198 0.25611 0.004 0.012 -0.009 0.025
H 5.12005 -1.36045 -0.22382 -0.004 -0.013 -0.006 0.028
H 4.32369 -0.72216 1.23701 -0.004 -0.007 -0.014 -0.002
H 4.15412 0.14237 -0.30417 -0.008 0.012 -0.009 -0.010
H 1.27831 -3.78794 -1.68027 0.000 0.004 -0.006 0.002
H 0.92274 -4.09667 -4.09022 0.000 0.000 0.003 0.000
H 1.90495 -2.50517 -5.70191 0.000 0.002 -0.001 0.003
H 3.24977 -0.58861 -4.90871 -0.001 -0.004 -0.002 0.000
H 3.60930 -0.24214 -2.50915 0.001 -0.005 0.008 0.006
O -3.63738 1.94864 2.32181 0.015 0.007 -0.008 0.012
C -3.35513 0.99528 1.66134 0.000 -0.093 0.006 -0.003
N -2.12541 0.81611 0.97178 -0.054 0.065 -0.149 -0.021
C -2.11014 -0.38579 0.36723 0.073 0.075 -0.042 0.020
O -1.02617 -0.65837 -0.22801 -0.142 0.105 -0.007 -0.017
C -3.37202 -1.10303 0.57762 0.001 0.004 0.012 0.003
C -3.84111 -2.32912 0.15254 -0.003 -0.011 -0.001 0.000
C -5.12662 -2.68739 0.55283 -0.008 0.016 0.012 0.001
C -5.89531 -1.84156 1.34632 0.013 -0.010 -0.010 0.004
C -5.41265 -0.60276 1.77245 -0.003 -0.003 -0.005 -0.002
C -4.14411 -0.25247 1.37303 0.022 0.019 -0.002 0.003
H -3.24388 -2.98400 -0.46721 0.000 0.002 0.001 0.000
H -5.53696 -3.63811 0.24142 -0.001 0.000 0.000 0.000
H -6.88961 -2.15207 1.63754 0.000 -0.001 0.000 0.000
H -6.00928 0.05630 2.38840 0.002 0.000 0.000 0.000
I 0.53969 0.23364 2.96952 0.000 0.045 0.053 -0.019
C 0.30713 2.31803 2.90770 0.010 -0.060 -0.022 0.008
C 0.46315 3.15157 3.98782 -0.004 0.028 0.039 -0.004
C 0.28849 4.51203 3.75866 0.009 -0.018 0.035 0.011
C -0.01431 4.96257 2.48346 -0.003 0.002 -0.045 -0.004
C -0.15686 4.04126 1.46484 -0.015 0.036 0.001 0.014
N -0.00757 2.72868 1.68039 0.041 0.026 -0.113 -0.060
H 0.70664 2.76453 4.96633 0.008 -0.002 -0.004 0.000
H 0.39517 5.21222 4.57643 0.004 0.000 -0.001 0.000
H -0.14044 6.01519 2.27655 -0.008 -0.002 -0.002 0.000
H -0.38113 4.34780 0.45245 -0.009 0.009 0.008 -0.002
```
Forces are in eV/Å.

Output
HOMO (alpha / beta) = -0.5225 / -0.5406 hartree
Strongest force on any atom = 0.006 hartree/bohr
Multiplicity = 4
Charge = +2
Orbital gap (alpha / beta) = 7.626 / 6.905 eV
Expectation value of S² = 3.781
Calculated total energy = -3161.084906 Ha



[2]
Below is an isolated molecule of C22H22N2O4, with properties calculated with wB97M-V/def2-TZVPD.

```
50
Properties=species:S:1:pos:R:3:forces:R:3:nbo_charge:R:1
C 5.28022 2.23434 -0.10839 0.686 -2.019 -7.046 -0.596
H 5.45276 2.14352 0.88516 -0.167 -0.420 3.034 0.209
H 6.25831 1.85701 -0.67175 -1.816 0.354 1.278 0.204
H 5.25948 3.25397 -0.49015 -0.557 0.080 0.482 0.222
C 3.98876 1.36656 -0.84413 1.830 3.431 11.200 0.093
C 3.94175 -0.03575 -0.27047 2.602 5.628 -10.889 0.600
O 4.28440 -0.93369 -0.92285 2.636 -5.441 -5.316 -0.659
N 3.57638 -0.15718 0.82258 -5.143 -1.214 16.751 -0.550
H 3.17352 0.62685 1.37412 0.506 -0.713 -0.896 0.429
C 3.31197 -1.55064 1.41851 -3.141 3.760 2.348 -0.262
C 1.73297 -1.55393 1.31798 -0.477 -4.245 -1.348 -0.008
C 1.17133 -2.50135 0.22292 2.050 0.900 2.666 -0.168
C -0.07441 -2.94410 0.12191 4.385 11.918 15.259 -0.199
C -0.88230 -1.97194 1.15376 -7.326 -12.078 -11.417 0.175
N -0.43544 -1.25371 1.90587 1.803 8.325 10.287 -0.464
C 0.81211 -1.12381 2.24651 4.508 -1.327 -5.207 -0.006
H 1.25794 -0.57794 2.94854 0.375 2.480 3.760 0.183
H -2.01768 -2.20895 1.17659 1.321 0.738 -0.410 0.142
H -0.42307 -3.31732 -0.56448 -6.666 -7.912 -12.230 0.149
H 1.91263 -3.07116 -0.22985 1.613 -0.368 -1.573 0.195
H 3.78861 -2.21717 0.72417 0.332 -0.684 0.539 0.270
H 3.47175 -1.49287 2.62680 0.569 -0.513 -3.246 0.225
H 3.90017 1.74322 -1.72891 -0.754 1.146 -5.631 0.190
O 2.79397 2.23907 0.09789 3.286 -1.960 -5.389 -0.570
C 1.60417 1.86837 -0.54551 -1.085 0.819 8.706 0.262
C 0.69071 2.19565 0.52481 -4.925 -1.659 -1.613 -0.221
C -0.68389 1.52438 0.40396 7.403 11.353 8.145 0.354
C -0.99440 0.91962 -0.60324 -6.891 -8.236 -6.464 -0.246
C -0.08951 0.27524 -1.30321 6.840 -1.949 -6.579 -0.111
C 1.31859 0.72210 -1.21773 -2.361 -0.813 -3.424 -0.321
H 2.04859 0.48623 -2.00658 -0.565 -0.907 0.451 0.230
H -0.26232 -0.43158 -2.31438 0.066 1.838 3.329 0.237
C -2.36989 0.34567 -0.61028 0.594 -1.885 -0.558 0.111
C -3.32407 0.70139 0.21293 -0.077 4.371 5.157 -0.163
C -2.94771 1.75263 1.23855 -0.056 5.728 2.328 0.757
O -3.63090 2.52595 2.06506 3.205 -5.091 -4.556 -0.581
O -1.57947 2.21588 1.09166 -3.332 -0.606 2.772 -0.477
C -4.75371 0.46961 0.51804 -0.852 0.014 -7.920 -0.426
C -5.18941 -0.18242 -1.03001 -1.090 0.839 4.466 -0.456
C -4.28531 -1.19570 -1.28674 5.628 -8.860 -1.850 -0.350
C -2.71829 -0.79107 -1.49955 -7.320 6.589 -1.136 -0.429
H -2.94519 -0.15027 -2.39942 1.158 -1.049 -0.436 0.213
H -2.14509 -1.54778 -1.66681 3.724 -4.358 -0.862 0.213
H -4.14900 -2.15482 -0.51128 -1.079 2.518 -1.349 0.189
H -4.60347 -1.83172 -2.32536 0.926 1.690 2.549 0.203
H -5.03519 0.44220 -1.86767 -0.956 1.689 -0.559 0.211
H -6.09167 -0.75180 -0.89976 -1.254 0.896 -0.410 0.228
H -4.79151 -0.36870 1.13741 -1.338 -0.524 1.808 0.245
H -5.31612 1.43963 0.33959 0.500 -1.312 2.143 0.276
H 0.70793 2.96831 1.34316 0.682 -0.963 -1.147 0.246
```
Forces are in eV/Å.

Output
HOMO = -0.3037 hartree
Strongest force on any atom = 0.386 hartree/bohr
Orbital gap = 8.238 eV
Calculated total energy = -1261.363716 Ha



[3]
Below is a structure of composition C22H22N2O6S, with properties calculated with wB97M-V/def2-TZVPD.

```
53
Properties=species:S:1:pos:R:3:forces:R:3:nbo_charge:R:1
C -0.88827 -2.27726 2.31028 3.641 0.396 -4.905 -0.252
H -1.34945 -2.73605 1.40323 -0.036 0.534 0.853 0.210
O -0.19003 -0.95725 1.82290 -5.797 -2.487 3.275 -0.488
C 0.89858 -1.05643 1.16746 -2.961 -6.734 -2.551 0.177
C 1.60499 -0.03632 1.22869 -2.607 12.569 7.475 -0.076
C 2.74924 0.22492 0.80893 6.252 2.259 -2.907 -0.167
C 3.24992 -0.84801 0.16591 8.192 3.028 -4.134 -0.259
C 2.60238 -1.87034 -0.32441 -3.664 -3.825 0.940 0.227
C 1.28241 -2.01186 0.25780 1.604 -1.284 -0.284 0.225
O 0.57269 -3.17634 0.14606 -0.951 3.606 4.145 -0.510
C 0.53362 -3.63551 -1.04767 0.535 -9.401 -6.593 -0.262
H 0.57536 -3.05967 -2.01995 -0.080 0.155 1.612 0.199
H -0.32857 -4.56159 -1.23997 1.483 3.123 0.866 0.174
H 1.44338 -4.45580 -1.04864 -1.783 1.901 -1.092 0.172
O 3.10183 -2.96159 -1.05199 -5.898 1.143 4.286 -0.483
C 4.32053 -2.86395 -1.37505 8.354 -1.508 -5.972 -0.238
H 4.59844 -3.94134 -1.95807 -0.468 2.911 1.533 0.178
H 4.39718 -2.06974 -2.14766 0.346 -0.306 -0.393 0.150
H 5.26805 -2.57769 -0.80428 -1.805 -0.766 0.960 0.188
H 4.28986 -0.53632 -0.30743 -1.695 -1.413 0.945 0.223
C 3.56286 1.53720 0.87388 0.211 2.906 4.594 0.686
O 4.67271 1.63250 1.38440 -0.063 -1.742 -1.721 -0.549
N 2.91928 2.84888 0.92963 -3.864 -6.699 -3.316 -0.618
C 1.61637 3.01297 0.52391 1.294 -1.044 -4.397 0.225
N 0.90847 4.08670 0.49405 9.799 0.668 7.574 -0.466
C -0.17805 3.97709 0.03249 -8.242 -4.836 -7.099 0.184
C -0.37160 2.82572 -0.93497 -1.711 6.497 2.672 -0.342
S 1.09047 2.18694 -1.03057 2.545 -2.712 0.785 0.431
C -1.63549 2.63426 -1.67998 1.282 0.979 -4.076 -0.420
C -2.10721 1.33054 -1.22646 -3.822 3.169 1.189 -0.079
C -1.62844 0.27432 -1.81134 -3.728 -8.164 3.183 -0.215
C -2.13784 -1.08519 -1.41542 -5.323 14.870 4.350 -0.180
C -3.05693 -0.98363 -0.31055 2.967 -6.569 -3.961 0.223
C -3.61369 0.05720 0.12682 3.148 10.251 -2.791 0.213
C -3.16893 1.32585 -0.31318 -0.035 2.476 1.222 -0.187
H -3.49206 2.52181 0.09796 0.531 -4.274 -1.052 0.216
O -4.53064 -0.05885 0.91539 -7.561 -1.509 8.443 -0.450
C -4.64159 -1.44949 1.45812 -1.085 3.077 -17.961 0.298
O -3.74691 -2.01975 0.31037 0.061 -2.148 2.293 -0.529
H -4.51300 -1.64956 2.31702 3.206 -1.947 11.710 0.127
H -5.58343 -1.87443 1.10844 -0.266 0.444 0.425 0.175
H -1.85819 -1.92198 -1.41773 4.999 -12.098 -1.943 0.171
H -0.95882 0.12771 -2.47949 4.624 0.419 -4.561 0.202
H -1.28568 2.42384 -2.80361 -0.883 0.795 1.965 0.215
H -2.39918 3.53115 -1.79863 1.710 -1.876 0.938 0.246
C -1.12166 4.91603 0.40499 -3.843 1.430 1.577 -0.643
H -0.71181 5.64313 1.05103 0.530 1.077 0.258 0.237
H -1.59286 5.28216 -0.42866 -0.857 1.913 -2.295 0.215
H -2.04052 4.62187 0.91317 0.167 -1.016 0.563 0.221
H 3.28166 3.61623 1.27721 3.287 4.101 2.294 0.407
H 1.18625 0.94956 1.97363 0.487 -3.126 -2.143 0.200
H -1.59343 -1.98647 2.99167 -1.151 0.541 2.124 0.192
H -0.00231 -2.92622 2.48026 -1.074 0.243 1.097 0.206
```
Forces are in eV/Å.

Output
HOMO = -0.2591 hartree
Strongest force on any atom = 0.355 hartree/bohr
Orbital gap = 7.197 eV
Calculated total energy = -1809.979318 Ha



[4]
Below is a structure of composition C22H22N3O3PdS3Sb, with properties calculated with wB97M-V/def2-TZVPD.

```
55
Properties=species:S:1:pos:R:3:forces:R:3:mulliken_spin:R:1
Pd 2.64478 -1.85822 0.10662 -0.441 1.137 -0.358 1.123
C -4.21450 0.03852 2.38245 -1.952 -0.024 -0.976 0.000
O -3.00832 0.14217 1.64174 -0.724 -0.931 1.137 0.000
C -2.95251 1.10545 0.75405 0.897 2.887 -1.735 0.003
C -3.96075 1.83140 0.15595 -0.463 0.016 -1.184 0.001
C -3.62494 2.76519 -0.87342 -1.814 -0.687 1.334 0.000
C -2.35614 3.05239 -1.23836 1.378 0.327 -1.000 0.000
C -1.31273 2.36168 -0.64500 -0.392 0.076 0.884 0.006
C -1.64329 1.52264 0.38812 -0.983 -1.005 -0.250 -0.006
N -0.66102 0.89778 1.13274 3.333 0.222 2.200 0.017
C 0.05066 -0.17914 0.79033 1.551 -0.484 0.120 0.025
N -0.64305 -1.01996 -0.05033 -0.210 -1.274 -0.405 0.226
C -0.26515 -1.91273 -0.99478 1.836 1.239 0.021 0.220
C 1.14744 -2.11141 -1.31739 -1.007 -1.021 -0.542 0.420
C 1.40830 -2.78027 -2.50920 -0.142 0.764 0.747 -0.062
C 0.37509 -3.21929 -3.37108 0.827 -0.960 0.066 0.215
C -0.95481 -3.17782 -2.98998 0.895 2.533 2.227 -0.102
C -1.30299 -2.43264 -1.81981 -1.774 -1.629 -1.213 0.274
O -2.56936 -2.21200 -1.33202 1.875 -0.381 0.586 0.070
C -3.77341 -2.09394 -2.08830 -0.254 0.811 0.213 0.000
N 1.23867 -0.49097 1.22979 -0.182 0.927 -0.958 0.066
C 2.04008 0.59668 1.68564 -0.004 0.427 1.999 -0.071
C 2.36203 0.75558 3.03265 -0.216 -1.965 1.980 0.021
C 3.19031 1.77138 3.48684 -0.834 -0.463 -0.995 -0.008
C 3.69549 2.68873 2.60534 1.850 1.669 1.069 0.011
C 3.36905 2.61506 1.28109 0.055 -0.036 1.302 -0.007
C 2.54627 1.60923 0.87954 -0.968 -0.712 -1.486 0.075
O 2.14576 1.60730 -0.41741 0.425 -0.719 -2.300 -0.002
C 3.26929 1.38778 -1.34700 0.120 0.890 0.631 0.031
H -5.15075 -0.07065 1.70321 1.597 0.345 1.011 0.000
H -4.35926 0.86473 3.09623 0.183 -0.074 -0.478 0.000
H -4.13859 -0.87227 2.92120 0.102 -0.754 0.565 0.000
H -5.01829 1.62845 0.33061 0.345 0.161 0.101 0.000
H -4.47391 3.24665 -1.33078 0.026 0.258 -0.174 0.000
H -2.07979 3.78366 -1.98886 -0.478 -0.015 -0.103 0.000
H -0.26540 2.49905 -0.87148 0.048 0.178 -0.085 0.001
H -0.12086 1.42971 1.84844 -0.904 -0.156 -0.761 0.000
H -1.62340 -0.92575 0.08732 -1.106 -0.086 -0.183 -0.061
H 2.45277 -2.96683 -2.74343 -0.236 -0.045 -0.258 0.005
H 0.66039 -3.76800 -4.29523 -0.352 0.564 0.678 0.005
H -1.64163 -3.50986 -3.67266 -1.982 -0.866 -1.195 0.004
H -4.39255 -1.37584 -1.48376 0.415 -0.885 -0.596 0.001
H -4.31601 -3.06178 -2.21322 0.681 0.771 -0.143 0.004
H -3.46461 -1.55581 -2.98514 -0.644 -0.446 -0.477 0.000
H 2.05880 -0.01777 3.84069 0.180 1.256 -1.734 -0.002
H 3.34659 1.85500 4.51331 0.503 0.064 1.503 -0.001
H 4.41438 3.49080 2.96673 -1.148 -1.031 -0.468 0.000
H 3.70050 3.37377 0.63283 0.265 0.603 -0.988 0.000
H 3.41837 0.36021 -1.66612 -0.393 -0.475 0.411 -0.015
H 4.16526 1.71152 -0.78306 -0.232 -0.145 -0.831 0.001
H 3.12986 1.95634 -2.27718 -0.139 0.163 0.574 0.000
S 5.14122 -1.50614 1.81893 -0.312 -0.174 -0.206 1.022
Sb 4.96144 -3.79200 1.13755 0.690 -0.362 0.128 -0.109
S 2.70168 -3.43452 1.78104 -0.185 -0.469 0.639 0.832
S 4.65350 -2.60323 -0.92597 0.396 -0.013 -0.046 0.762
```
Forces are in eV/Å.

Output
HOMO (alpha / beta) = -0.3631 / -0.4084 hartree
Strongest force on any atom = 0.078 hartree/bohr
Multiplicity = 6
Charge = +1
Orbital gap (alpha / beta) = 7.529 / 5.382 eV
Expectation value of S² = 8.804
Calculated total energy = -2803.831980 Ha



- The lowest calculated total energy belongs to which entry?
  C22H22IMnN4O4P



- What is the formula in the fourth record?
  C22H22N3O3PdS3Sb